Formula: C12H68N2O33
Source: the OMol25 dataset
Level of theory: the ωB97M-V functional and the def2-TZVPD basis

The value obtained for the lowest unoccupied orbital energy is -2.23 eV. The value obtained for the electronic energy is -84084.6366 eV. As for the spin multiplicity: 1. As for the gap between HOMO and LUMO: 7.543 eV. The total charge is 0.

CARTESIAN COORDINATES (ANGSTROEM)
C (3.49, -1.49, 1.92)
C (3.22, 0.11, 2.10)
N (2.40, 0.69, 0.98)
C (0.95, 0.63, 1.29)
C (0.28, 1.34, 2.35)
C (-1.33, 1.20, 2.62)
O (-2.04, 2.18, 3.11)
C (-1.97, -0.22, 2.17)
C (-3.28, -0.86, 2.81)
O (-3.98, -0.15, 3.87)
N (-4.87, 0.76, 3.41)
O (-5.04, 0.69, 2.22)
C (-3.79, -2.29, 2.31)
C (-3.04, -3.14, 1.17)
C (-1.74, -2.47, 0.50)
C (-1.25, -1.05, 1.00)
C (0.05, -0.34, 0.34)
O (0.33, -0.53, -0.90)
H (2.60, -2.04, 1.39)
H (3.54, -1.93, 2.99)
H (4.51, -1.66, 1.38)
H (2.71, 0.24, 3.13)
H (4.23, 0.67, 2.11)
H (2.72, 1.64, 0.70)
H (0.93, 2.03, 3.02)
H (-4.75, -2.70, 2.83)
H (-3.43, -4.19, 0.86)
H (-1.16, -3.04, -0.33)
O (1.06, -2.32, -3.33)
H (1.99, -2.52, -3.20)
H (0.82, -1.80, -2.55)
O (5.76, 0.62, -0.27)
H (4.91, 0.78, 0.16)
H (5.60, 0.86, -1.19)
O (-6.45, 3.24, 1.29)
H (-5.71, 2.67, 1.56)
H (-7.17, 2.62, 1.14)
O (6.11, 0.69, -3.52)
H (7.05, 0.78, -3.75)
H (5.70, 0.33, -4.32)
O (-0.09, -2.82, -6.06)
H (0.14, -2.91, -5.12)
H (0.16, -3.67, -6.45)
O (3.45, -3.92, 4.20)
H (3.69, -4.02, 5.13)
H (3.70, -4.77, 3.80)
O (1.37, -5.13, -5.74)
H (1.17, -6.06, -5.55)
H (1.29, -4.69, -4.88)
O (1.69, -6.76, -3.46)
H (2.62, -6.95, -3.30)
H (1.30, -6.75, -2.57)
O (-3.74, -6.11, -0.58)
H (-4.54, -6.57, -0.28)
H (-3.84, -6.06, -1.54)
O (8.50, 1.94, -2.11)
H (8.88, 2.63, -1.55)
H (7.78, 1.58, -1.57)
O (8.94, 2.64, -5.15)
H (9.21, 2.37, -4.26)
H (9.68, 3.18, -5.46)
O (-3.01, 2.79, 5.66)
H (-3.81, 3.34, 5.78)
H (-2.87, 2.81, 4.70)
O (-1.22, -1.21, -8.12)
H (-0.92, -1.74, -7.37)
H (-2.13, -0.97, -7.88)
O (-1.63, -5.31, -6.85)
H (-0.67, -5.27, -6.95)
H (-1.97, -4.76, -7.57)
O (-8.04, 1.32, 4.23)
H (-7.60, 2.16, 4.41)
H (-7.31, 0.68, 4.17)
O (-10.04, 3.48, 3.04)
H (-9.31, 2.91, 3.32)
H (-10.77, 2.86, 2.89)
O (-5.02, 5.02, 6.12)
H (-5.51, 5.01, 5.29)
H (-4.67, 5.92, 6.18)
O (10.50, 4.99, -6.48)
H (10.00, 5.00, -7.31)
H (10.85, 5.89, -6.42)
O (2.48, 3.68, 2.18)
H (1.94, 3.87, 2.96)
H (1.93, 3.97, 1.43)
O (-6.54, 5.28, 3.20)
H (-7.33, 5.82, 3.37)
H (-6.43, 5.32, 2.25)
O (-12.77, 1.87, 2.48)
H (-13.57, 1.41, 2.78)
H (-12.88, 1.94, 1.53)
O (5.99, -4.70, 5.04)
H (6.95, -4.65, 4.94)
H (5.65, -4.14, 4.32)
O (3.58, 0.15, -4.33)
H (3.97, 0.84, -3.77)
H (2.86, -0.21, -3.79)
O (-2.21, 4.94, 1.09)
H (-1.91, 4.41, 1.83)
H (-3.12, 5.18, 1.32)
O (-5.66, 1.92, -1.71)
H (-4.73, 1.70, -1.60)
H (-5.89, 2.41, -0.91)
O (2.07, 5.65, 0.17)
H (1.57, 5.65, -0.66)
H (2.42, 6.54, 0.23)
O (6.58, -1.91, -1.68)
H (7.54, -1.86, -1.78)
H (6.24, -1.36, -2.40)
O (3.26, -9.61, -3.09)
H (2.46, -10.07, -2.79)
H (3.16, -9.57, -4.05)
O (-1.34, 4.89, 6.49)
H (-0.68, 4.52, 7.09)
H (-1.79, 4.10, 6.13)

Mulliken population analysis, charges in e, atoms 1 to 4:
1 C -0.6198
2 C -0.6053
3 N -0.0857
4 C -0.4259